1.
# C16H43ClO6Si2Tm

C16H43ClO6Si2Tm as an isolated structure at a distorted geometry (ωB97M-V/def2-TZVPD, the Open Molecules 2025 dataset).

The calculation puts the largest force on an atom at 2.33 eV Å⁻¹. As for the total charge: +1. For the HOMO energy (spin up / spin down), the calculation gives -10.81 / -10.79 eV. The value obtained for the gap between HOMO and LUMO (spin up / spin down) is 8.689 / 8.694 eV. The spin multiplicity is 3. For the LUMO energy (spin up / spin down), the calculation gives -2.12 / -2.09 eV. The energy relative to the best compared isomer or geometry (same formula, charge and spin) comes out at 0.0 kcal/mol. The energy is -3210.72967 a.u.

CARTESIAN COORDINATES (ANGSTROEM)
O 2.51 -1.08 1.23
O 2.98 -0.18 -0.80
C 1.73 -0.12 2.03
C 1.20 -0.70 3.31
H 0.91 0.27 1.41
H 2.42 0.70 2.21
H 0.26 -1.24 3.13
H 1.00 0.11 4.00
H 1.93 -1.35 3.80
C 2.13 -2.55 1.24
C 3.41 -3.32 1.25
H 1.52 -2.72 0.35
H 1.52 -2.71 2.12
H 4.02 -3.11 0.36
H 3.21 -4.40 1.27
H 3.98 -3.07 2.15
C 2.57 -0.75 -2.10
C 4.04 0.85 -0.80
C 2.96 -2.20 -2.23
H 3.05 -0.14 -2.87
H 1.48 -0.62 -2.17
H 3.98 -2.40 -1.91
H 2.90 -2.47 -3.29
H 2.27 -2.85 -1.68
C 5.42 0.26 -0.94
H 3.93 1.38 0.15
H 3.80 1.54 -1.61
H 5.60 -0.57 -0.25
H 6.14 1.05 -0.71
H 5.61 -0.08 -1.97
H 2.70 -0.68 0.21
Tm -2.27 -0.52 -0.20
C -1.67 0.60 -1.92
Si -0.78 2.24 -1.95
H -1.08 -0.05 -2.59
H -2.66 0.70 -2.43
C 0.16 2.54 -0.35
C -1.89 3.74 -2.21
C 0.47 2.18 -3.36
C -2.35 0.91 1.63
Si -4.19 0.71 1.56
H -2.06 1.97 1.65
H -1.89 0.43 2.52
C -4.98 1.96 0.40
C -5.01 0.84 3.23
C -4.56 -1.00 0.76
H 0.70 3.18 -3.74
H 0.08 1.58 -4.19
H 1.42 1.72 -3.04
H -0.50 2.47 0.52
H 0.63 3.53 -0.37
H 0.96 1.79 -0.23
H -2.70 3.76 -1.47
H -2.33 3.72 -3.21
H -1.31 4.67 -2.11
H -4.41 1.45 3.91
H -5.14 -0.15 3.69
H -6.00 1.30 3.15
H -4.22 -1.88 1.33
H -4.33 -1.17 -0.34
H -5.66 -0.99 0.77
H -5.97 2.21 0.80
H -5.11 1.58 -0.63
H -4.39 2.88 0.35
O -2.69 -3.58 1.15
Cl -1.64 -3.24 0.25
O -0.65 -4.23 0.01
O -2.25 -2.74 -1.04
O -0.90 -1.96 0.81

=====

2.
# C6H14BrCuN2O2

C6H14BrCuN2O2 as an isolated structure at a distorted geometry (ωB97M-V/def2-TZVPD, the Open Molecules 2025 dataset).

The calculation puts the largest force on an atom at 2.11 eV Å⁻¹. For the HOMO energy, the calculation gives -8.78 eV. The value obtained for the gap between HOMO and LUMO is 6.468 eV. The spin multiplicity is 1. For the LUMO energy, the calculation gives -2.31 eV. The energy relative to the best compared isomer or geometry (same formula, charge and spin) comes out at 0.0 kcal/mol. The energy is -4711.46925 a.u.

CARTESIAN COORDINATES (ANGSTROEM)
Cu -3.17 -0.79 3.62
Br -1.86 0.01 1.49
C -1.52 4.09 0.21
O -2.27 5.01 -0.03
N -0.26 4.02 -0.29
C 0.42 5.12 -0.92
C 0.60 2.87 -0.03
H -1.73 3.24 0.87
H 0.71 4.87 -1.94
H 1.37 5.30 -0.41
H -0.13 6.05 -0.96
H 0.04 2.06 0.43
H 1.12 2.63 -0.96
H 1.40 3.15 0.67
C 0.03 -2.59 -0.67
O 0.12 -2.29 -1.84
N 0.33 -3.84 -0.22
C 0.78 -4.87 -1.13
C 0.39 -4.10 1.19
H -0.28 -1.90 0.13
H 0.47 -5.84 -0.75
H 1.88 -4.92 -1.15
H 0.46 -4.63 -2.13
H 1.30 -4.60 1.54
H 0.22 -3.23 1.81
H -0.41 -4.81 1.48

=====

3.
# C8H9BBrNO4

A 2-piece molecular cluster, C8H9BBrNO4 overall (ωB97M-V/def2-TZVPD, the Open Molecules 2025 dataset).

The calculation puts the largest force on an atom at 0.41 eV Å⁻¹. For the HOMO energy, the calculation gives -9.75 eV. The value obtained for the gap between HOMO and LUMO is 8.285 eV. The spin multiplicity is 1. For the LUMO energy, the calculation gives -1.47 eV. As for the SMILES: O=C1C=C(O)C(=O)C=C1O.[H]/N=C/CBBr. The energy is -3264.82715 a.u.

CARTESIAN COORDINATES (ANGSTROEM)
O -0.65 -0.59 -1.33
C -1.63 -0.04 -0.88
C -1.79 1.40 -0.77
C -2.92 1.89 -0.25
O -3.15 3.19 -0.11
C -4.04 1.01 0.24
O -5.02 1.56 0.70
C -3.88 -0.43 0.12
C -2.75 -0.93 -0.40
O -2.51 -2.22 -0.54
H -0.98 2.03 -1.12
H -4.04 3.26 0.30
H -4.69 -1.06 0.47
H -1.61 -2.29 -0.91
H 6.45 -1.51 -0.14
N 5.66 -1.50 0.50
C 4.94 -0.48 0.29
C 3.68 -0.25 1.09
B 2.51 -0.74 0.19
Br 1.73 -2.46 0.46
H 5.18 0.24 -0.49
H 3.58 0.82 1.30
H 3.77 -0.80 2.02
H 2.12 -0.10 -0.73

=====

4.
# C6H36N2O10

A 11-piece molecular cluster, C6H36N2O10 overall at a distorted geometry (ωB97M-V/def2-TZVPD, the Open Molecules 2025 dataset).

The calculation puts the largest force on an atom at 4.19 eV Å⁻¹. For the HOMO energy, the calculation gives -9.10 eV. The value obtained for the gap between HOMO and LUMO is 9.466 eV. The spin multiplicity is 1. For the LUMO energy, the calculation gives 0.37 eV. The energy relative to the best compared isomer or geometry (same formula, charge and spin) comes out at 19.1 kcal/mol. As for the SMILES: CCNC[C@@H](C)NC.O.O.O.O.O.O.O.O.O.O. The energy is -1112.13556 a.u.

CARTESIAN COORDINATES (ANGSTROEM)
C -3.44 -0.42 -1.33
C -2.14 -0.83 -2.02
N -0.97 -0.45 -1.18
C 0.09 0.21 -1.96
C 1.22 0.67 -1.02
C 2.32 -0.42 -0.94
N 1.70 1.97 -1.53
C 2.49 2.71 -0.51
H -3.43 -0.67 -0.28
H -4.32 -0.83 -1.81
H -3.63 0.66 -1.37
H -2.10 -0.34 -3.04
H -2.13 -1.93 -2.26
H -0.63 -1.21 -0.71
H -0.40 1.07 -2.48
H 0.50 -0.48 -2.80
H 0.76 0.80 0.05
H 1.93 -1.38 -0.60
H 2.77 -0.61 -1.92
H 3.13 -0.11 -0.25
H 2.27 1.79 -2.39
H 3.42 2.22 -0.14
H 1.87 2.87 0.38
H 2.73 3.65 -0.94
O -2.18 -2.79 0.86
H -2.63 -2.14 0.29
H -1.36 -3.00 0.40
O 2.05 -0.28 2.47
H 1.91 -1.18 2.20
H 1.19 0.12 2.49
O -1.65 1.52 0.55
H -1.40 0.83 -0.16
H -2.58 1.56 0.62
O 1.28 -2.82 2.09
H 1.82 -3.22 2.75
H 0.42 -2.62 2.59
O 0.18 -3.33 -0.31
H 0.68 -3.17 0.50
H 0.09 -4.25 -0.40
O 4.22 1.00 1.53
H 3.41 0.58 1.85
H 4.80 1.02 2.31
O -0.95 3.31 -1.34
H -1.13 2.74 -0.61
H 0.01 3.07 -1.50
O -2.50 2.09 -3.16
H -2.67 2.75 -3.77
H -1.89 2.50 -2.47
O -0.47 0.57 2.72
H -0.65 1.20 3.38
H -0.83 0.95 1.91
O -0.95 -2.04 3.13
H -0.88 -1.09 3.00
H -1.56 -2.33 2.37

=====

5.
# C32H55BGeN8OOsS

C32H55BGeN8OOsS as an isolated structure at a distorted geometry (ωB97M-V/def2-TZVPD, the Open Molecules 2025 dataset).

The calculation puts the largest force on an atom at 2.81 eV Å⁻¹. As for the total charge: +2. For the HOMO energy (spin up / spin down), the calculation gives -14.15 / -14.15 eV. The value obtained for the gap between HOMO and LUMO (spin up / spin down) is 6.081 / 5.668 eV. The spin multiplicity is 1. For the LUMO energy (spin up / spin down), the calculation gives -8.07 / -8.48 eV. The energy is -4355.74449 a.u.

CARTESIAN COORDINATES (ANGSTROEM)
Os 0.39 0.02 1.38
C -1.53 3.53 -2.66
C -0.75 2.45 -1.91
C 0.50 2.12 -2.71
C -0.45 2.89 -0.49
C -0.62 4.21 -0.11
C -0.27 4.28 1.21
N 0.05 3.06 1.61
N -0.06 2.15 0.60
B 0.48 2.73 3.03
N 1.87 2.14 3.09
C 2.92 2.56 3.80
C 3.88 1.58 3.76
C 3.36 0.55 2.98
N 2.13 0.93 2.53
C 3.98 -0.83 2.90
C 4.62 -1.18 1.57
C 5.05 -0.99 3.99
N -0.47 1.69 3.64
C -1.11 1.84 4.79
C -1.70 0.65 5.13
C -1.41 -0.24 4.10
N -0.67 0.42 3.16
C -1.74 -1.71 4.19
C -2.87 -2.11 3.25
C -2.12 -2.10 5.62
H -1.78 3.17 -3.66
H -0.94 4.44 -2.77
H -2.47 3.79 -2.16
H -1.40 1.58 -1.87
H 1.17 2.98 -2.76
H 0.25 1.81 -3.73
H 1.01 1.32 -2.20
H -0.94 5.03 -0.73
H -0.24 5.11 1.90
H 0.44 3.73 3.69
H 2.88 3.50 4.33
H 4.82 1.58 4.29
H 3.19 -1.55 3.12
H 5.41 -0.47 1.31
H 3.85 -1.11 0.79
H 5.02 -2.19 1.55
H 5.88 -0.30 3.82
H 5.44 -2.00 3.97
H 4.64 -0.81 4.98
H -1.05 2.78 5.32
H -2.24 0.43 6.03
H -0.84 -2.26 3.92
H -3.79 -1.58 3.51
H -3.06 -3.18 3.28
H -2.58 -1.84 2.25
H -3.03 -1.60 5.94
H -1.32 -1.88 6.33
H -2.30 -3.18 5.65
C -5.63 0.53 -2.79
C -4.34 0.79 -2.02
C -4.40 0.26 -0.59
C -3.10 0.47 0.20
Ge -1.64 -0.79 -0.17
C -1.17 -1.17 -2.05
C -2.11 -2.17 -2.75
C -2.09 -3.60 -2.21
C -2.99 -4.52 -3.02
H -5.58 0.92 -3.80
H -6.48 0.99 -2.29
H -5.83 -0.55 -2.86
H -4.15 1.87 -1.99
H -3.50 0.34 -2.56
H -4.67 -0.80 -0.60
H -5.21 0.78 -0.08
H -3.29 0.34 1.27
H -2.74 1.49 0.08
H -1.83 -2.21 0.33
H -0.17 -1.62 -2.01
H -1.12 -0.26 -2.63
H -1.84 -2.21 -3.81
H -3.14 -1.79 -2.73
H -2.40 -3.62 -1.16
H -1.06 -3.97 -2.23
H -4.02 -4.18 -2.99
H -2.96 -5.54 -2.64
H -2.68 -4.55 -4.07
O 0.59 -1.58 1.84
C 1.73 -1.17 -5.51
C 2.64 -0.88 -4.37
C 4.00 -0.76 -4.44
C 4.73 -0.48 -3.28
N 4.10 -0.29 -2.10
C 2.81 -0.42 -2.05
S 2.01 -0.18 -0.51
N 2.07 -0.71 -3.15
C 6.20 -0.34 -3.27
H 2.30 -1.28 -6.43
H 1.01 -0.36 -5.64
H 1.18 -2.09 -5.33
H 4.51 -0.89 -5.39
H 1.06 -0.79 -3.05
H 6.64 -0.50 -4.26
H 6.63 -1.06 -2.57
H 6.47 0.65 -2.91

=====

6.
# C30H45BClO10

A 3-piece molecular cluster, C30H45BClO10 overall at a distorted geometry (ωB97M-V/def2-TZVPD, the Open Molecules 2025 dataset).

The calculation puts the largest force on an atom at 3.19 eV Å⁻¹. As for the total charge: -1. For the HOMO energy, the calculation gives -4.16 eV. The value obtained for the gap between HOMO and LUMO is 3.516 eV. The spin multiplicity is 1. For the LUMO energy, the calculation gives -0.65 eV. The energy relative to the best compared isomer or geometry (same formula, charge and spin) comes out at 180.5 kcal/mol. The energy is -2407.36348 a.u.

CARTESIAN COORDINATES (ANGSTROEM)
C -6.01 2.46 0.37
C -4.57 3.30 0.35
C -3.63 2.87 -0.97
C -2.20 2.15 -0.50
C -1.14 2.22 -1.75
C -0.06 0.98 -1.78
C -0.44 -0.20 -2.88
C -1.05 -1.57 -2.18
C -0.57 -2.95 -2.97
C 0.70 -3.66 -2.21
C 2.17 -3.24 -2.81
C 2.91 -2.03 -1.92
C 3.18 -2.50 -0.37
C 4.75 -2.84 -0.02
C 4.70 -3.89 1.28
C 3.61 -3.38 2.43
O 2.40 -4.25 2.50
B 2.86 -5.39 3.35
Cl 1.60 -6.41 4.26
O 4.13 -5.01 4.06
C 4.04 -3.54 4.03
C 5.40 -2.63 4.20
H -6.65 2.84 1.29
H -5.72 1.33 0.55
H -6.62 2.58 -0.63
H -4.02 3.09 1.36
H -4.87 4.44 0.32
H -3.40 3.87 -1.55
H -4.20 2.07 -1.65
H -1.76 2.86 0.35
H -2.38 1.07 -0.07
H -0.53 3.22 -1.63
H -1.74 2.31 -2.77
H 0.12 0.54 -0.70
H 0.98 1.43 -2.16
H 0.55 -0.52 -3.45
H -1.15 0.25 -3.72
H -2.23 -1.51 -2.35
H -0.87 -1.63 -1.02
H -0.39 -2.78 -4.11
H -1.49 -3.70 -2.85
H 0.58 -3.41 -1.06
H 0.60 -4.84 -2.32
H 2.08 -2.95 -3.94
H 2.91 -4.17 -2.73
H 2.11 -1.14 -1.88
H 3.86 -1.59 -2.45
H 2.57 -3.50 -0.15
H 2.79 -1.62 0.33
H 5.39 -1.91 0.30
H 5.23 -3.45 -0.91
H 4.39 -4.94 0.80
H 5.79 -4.07 1.74
H 3.38 -2.21 2.40
H 3.25 -6.16 2.53
H 3.08 -3.29 4.65
H 6.34 -3.02 3.63
H 5.11 -1.54 3.81
H 5.57 -2.48 5.37
C 1.06 6.95 -0.71
C 1.86 7.87 -1.25
C 1.66 8.33 -2.65
O 2.40 9.19 -3.12
C 0.58 7.72 -3.43
C -0.22 6.80 -2.89
C -0.04 6.36 -1.48
O -0.80 5.52 -1.01
O -1.24 6.22 -3.62
O 2.90 8.43 -0.53
H 1.19 6.60 0.31
H 0.46 8.06 -4.46
H -1.67 5.59 -3.01
H 3.33 9.07 -1.14
C -4.17 -2.58 3.93
C -5.00 -1.73 3.32
C -4.67 -1.15 1.99
O -5.47 -0.38 1.45
C -3.39 -1.51 1.38
C -2.56 -2.35 1.99
C -2.90 -2.96 3.30
O -2.12 -3.75 3.83
O -1.34 -2.70 1.42
O -6.20 -1.37 3.90
H -4.40 -3.02 4.89
H -3.15 -1.06 0.42
H -0.93 -3.32 2.05
H -6.62 -0.75 3.27

=====

7.
# C61H57ClN5O4SSbSn

C61H57ClN5O4SSbSn as an isolated structure (ωB97M-V/def2-TZVPD, the Open Molecules 2025 dataset).

The calculation puts the largest force on an atom at 0.55 eV Å⁻¹. As for the total charge: -2. For the HOMO energy (spin up / spin down), the calculation gives -0.47 / -0.41 eV. The value obtained for the gap between HOMO and LUMO (spin up / spin down) is 4.066 / 4.008 eV. The spin multiplicity is 1. For the LUMO energy (spin up / spin down), the calculation gives 3.60 / 3.60 eV. The energy relative to the best compared isomer or geometry (same formula, charge and spin) comes out at 14.5 kcal/mol. The energy is -4246.36969 a.u.

CARTESIAN COORDINATES (ANGSTROEM)
Sn 0.52 0.39 -0.91
C -3.44 2.37 -2.82
C -2.09 2.08 -2.21
N -1.50 0.89 -2.27
N -2.16 -0.07 -3.00
C -1.66 -1.26 -2.91
O -0.64 -1.60 -2.17
C -2.28 -2.31 -3.77
C -1.63 -3.52 -3.96
C -2.21 -4.53 -4.72
C -3.45 -4.33 -5.32
C -4.09 -3.11 -5.16
C -3.51 -2.11 -4.40
C -1.40 3.10 -1.52
C -1.91 4.42 -1.36
C -1.17 5.37 -0.70
C 0.10 5.03 -0.19
C 0.53 3.74 -0.37
N -0.16 2.78 -0.99
H -3.83 1.46 -3.26
H -3.37 3.14 -3.60
H -4.14 2.73 -2.06
H -0.66 -3.68 -3.52
H -1.70 -5.48 -4.83
H -3.91 -5.12 -5.91
H -5.05 -2.94 -5.63
H -4.01 -1.16 -4.25
H -2.87 4.67 -1.78
H -1.56 6.37 -0.59
H 0.71 5.75 0.34
H 1.50 3.42 0.01
C -2.75 -0.75 3.51
C -1.50 -0.35 2.75
O -1.08 -1.02 1.85
C -0.81 0.96 3.15
C 0.69 0.74 3.21
C 1.31 0.50 4.56
N 1.33 0.63 2.12
N 2.67 0.30 2.26
C 3.10 -0.45 1.25
O 2.43 -0.90 0.28
C 4.54 -0.87 1.35
C 5.13 -1.49 0.26
C 6.46 -1.89 0.30
C 7.22 -1.67 1.44
C 6.63 -1.06 2.55
C 5.30 -0.66 2.50
H -3.44 -1.23 2.82
H -3.21 0.09 4.01
H -2.46 -1.50 4.25
H -1.16 1.25 4.14
H 0.57 0.57 5.36
H 2.11 1.23 4.74
H 1.79 -0.48 4.59
H 4.52 -1.65 -0.62
H 6.91 -2.34 -0.58
H 8.26 -1.98 1.47
H 7.22 -0.90 3.44
H 4.84 -0.18 3.35
Cl -2.05 7.51 4.48
C -1.82 5.92 3.79
C -0.63 5.25 4.02
C -0.46 3.98 3.47
C -1.46 3.38 2.71
C -1.26 2.02 2.12
C -2.64 4.09 2.50
C -2.83 5.36 3.03
H 0.15 5.71 4.60
H 0.47 3.46 3.62
H -0.48 2.07 1.36
H -2.16 1.70 1.59
H -3.42 3.65 1.88
H -3.75 5.90 2.86
S -3.11 -2.67 -0.41
Sb -0.97 -3.47 -0.51
C 1.07 -3.74 -1.18
C 1.79 -4.64 -0.41
C 3.06 -5.04 -0.79
C 3.62 -4.57 -1.97
C 2.89 -3.68 -2.75
C 1.63 -3.26 -2.36
C -1.44 -5.54 -1.05
C -2.71 -6.01 -0.74
C -3.10 -7.30 -1.08
C -2.22 -8.14 -1.76
C -0.96 -7.67 -2.10
C -0.57 -6.38 -1.75
C -0.47 -3.68 1.57
C 0.69 -3.12 2.10
C 0.95 -3.21 3.46
C 0.05 -3.84 4.31
C -1.12 -4.38 3.79
C -1.38 -4.29 2.42
H 1.37 -5.05 0.50
H 3.62 -5.73 -0.16
H 4.61 -4.88 -2.27
H 3.32 -3.29 -3.67
H 1.08 -2.55 -2.96
H -3.41 -5.34 -0.26
H -4.09 -7.65 -0.83
H -2.53 -9.14 -2.04
H -0.27 -8.30 -2.65
H 0.41 -6.04 -2.04
H 1.39 -2.60 1.45
H 1.86 -2.77 3.86
H 0.25 -3.90 5.37
H -1.83 -4.87 4.44
H -2.31 -4.69 2.02
C 8.89 0.63 -2.60
C 7.47 0.89 -2.18
C 6.38 0.45 -2.94
C 5.07 0.70 -2.60
C 3.98 0.13 -3.47
C 4.77 1.46 -1.42
C 3.46 1.80 -1.01
O 2.36 1.55 -1.64
C 5.88 1.88 -0.62
C 5.66 2.63 0.67
C 7.17 1.60 -1.01
H 8.94 -0.20 -3.31
H 9.52 0.37 -1.74
H 9.34 1.50 -3.08
H 6.58 -0.13 -3.84
H 4.41 -0.52 -4.23
H 3.39 0.91 -3.96
H 3.27 -0.44 -2.87
H 3.38 2.34 -0.07
H 5.25 3.64 0.49
H 6.60 2.73 1.21
H 4.95 2.12 1.32
H 7.99 1.92 -0.37